(1)
Molecular formula: C3H7N4O3PS2
Method: DFT, ωB97M-V with the def2-TZVPD basis set

Output
Multiplicity: 1
HOMO-LUMO gap in eV: 9.11

Each line ends with the natural charge from an NBO analysis.
Atoms and positions in Å:
C 1.97 2.38 -1.21  -0.27
O 1.27 1.24 -1.59  -0.82
P -0.20 0.69 -1.35  1.62
S -1.65 1.67 -0.48  -0.50
S -0.36 -0.43 -3.14  -0.24
O 0.18 -0.69 -0.54  -0.77
C 0.10 -0.80 0.80  0.51
N -0.89 -1.50 1.49  -0.14
C -2.19 -2.03 1.11  -0.44
N -0.54 -1.50 2.71  -0.04
N 0.64 -0.93 2.85  -0.09
N 1.00 -0.43 1.69  0.20
O 1.93 0.39 1.60  -0.54
H 2.17 2.32 -0.11  0.22
H 1.73 3.36 -1.62  0.20
H 2.95 1.99 -1.55  0.21
H -0.47 0.77 -3.83  0.16
H -2.08 -2.85 0.33  0.23
H -2.64 -2.41 2.08  0.25
H -2.91 -1.23 0.78  0.24

(2)
Molecular formula: C46H48BrF4N9O6PRbS2Si2Te
Method: DFT, ωB97M-V with the def2-TZVPD basis set

Output
Net charge: -2
Multiplicity: 1
HOMO-LUMO gap in eV: 4.33

Each line ends with the Löwdin charge.
Atoms and positions in Å:
Rb -1.05 0.97 0.13  0.73
O -1.47 -1.77 -3.44  0.11
C -2.10 -1.56 -2.28  -0.49
O -1.51 -1.32 -1.26  -0.02
C -3.60 -1.71 -2.40  -0.13
O -4.24 -1.72 -1.16  -0.14
C -4.84 -0.49 -0.70  -0.09
C -3.93 0.75 -0.77  -0.75
O -3.52 1.08 -1.89  -0.07
O -3.68 1.31 0.33  -0.21
H -0.51 -1.79 -3.24  0.10
H -3.79 -2.67 -2.89  0.13
H -3.95 -0.90 -3.05  0.14
H -5.12 -0.69 0.34  0.11
H -5.75 -0.30 -1.28  0.12
F -0.09 0.26 8.51  0.12
C -0.54 0.03 7.28  -0.14
C -1.48 -0.95 7.05  -0.14
F -1.94 -1.67 8.08  0.12
C -1.93 -1.17 5.76  -0.22
F -2.84 -2.14 5.61  0.10
C -1.47 -0.45 4.67  -0.29
P -2.11 -0.71 2.95  1.10
C -3.91 -0.54 3.27  -0.36
C -4.41 0.77 3.22  -0.10
C -5.76 1.02 3.40  -0.08
C -6.64 -0.04 3.60  -0.10
C -6.16 -1.34 3.62  -0.09
C -4.80 -1.59 3.46  -0.10
C -1.90 -2.49 2.66  -0.37
C -2.49 -2.98 1.49  -0.09
C -2.29 -4.29 1.10  -0.07
C -1.49 -5.13 1.86  -0.10
C -0.88 -4.65 3.01  -0.10
C -1.08 -3.34 3.40  -0.09
C -0.51 0.54 4.92  -0.56
Br 0.21 1.66 3.58  0.86
C -0.06 0.78 6.21  -0.27
F 0.86 1.72 6.48  0.07
H -3.74 1.59 2.99  0.10
H -6.13 2.03 3.34  0.10
H -7.70 0.15 3.71  0.09
H -6.84 -2.17 3.76  0.09
H -4.43 -2.61 3.48  0.10
H -3.08 -2.32 0.85  0.10
H -2.74 -4.64 0.18  0.11
H -1.32 -6.15 1.54  0.10
H -0.23 -5.29 3.59  0.10
H -0.57 -2.96 4.28  0.10
S 7.23 2.66 -3.12  0.96
N 5.70 3.04 -3.49  -0.22
C 4.93 2.46 -2.58  -0.30
C 3.49 2.51 -2.53  -0.11
C 2.74 3.18 -3.49  -0.01
C 1.37 3.13 -3.41  -0.02
C 0.79 2.39 -2.38  -0.14
N 1.49 1.76 -1.45  0.10
C 2.82 1.83 -1.50  -0.15
C 3.59 1.11 -0.45  -0.12
N 2.92 0.53 0.55  0.13
C 3.60 -0.13 1.47  -0.12
C 4.99 -0.26 1.47  -0.04
C 5.69 0.34 0.46  0.00
C 4.99 1.05 -0.52  -0.10
C 5.67 1.73 -1.60  -0.32
N 6.98 1.77 -1.79  -0.22
H 3.24 3.72 -4.29  0.12
H 0.73 3.63 -4.13  0.12
H -0.29 2.32 -2.33  0.09
H 3.01 -0.59 2.25  0.11
H 5.48 -0.83 2.24  0.10
H 6.77 0.28 0.39  0.11
O 0.62 -0.93 1.45  -0.21
H 0.71 -1.67 0.84  0.02
H 1.22 -0.26 1.08  -0.04
N -1.63 6.15 1.95  0.10
N -0.59 5.29 1.62  -0.30
N 0.64 5.71 1.42  0.12
C 1.18 4.63 0.87  -0.22
N 0.30 3.63 0.72  -0.04
N -0.82 4.06 1.24  0.00
H -1.82 6.06 2.94  0.08
H -2.43 5.85 1.37  -0.03
H 2.21 4.58 0.55  0.10
Te -3.11 4.81 -1.16  0.60
C -2.86 6.47 -2.45  -1.11
C -1.75 6.89 -3.13  -0.30
C -1.96 8.02 -3.96  -0.25
C -3.24 8.48 -3.92  -0.49
S -4.18 7.50 -2.85  0.84
H -0.79 6.39 -3.02  0.07
H -1.19 8.48 -4.57  0.08
H -3.67 9.31 -4.45  0.04
C 1.98 -0.38 -4.21  -0.17
Si 2.72 -1.97 -3.46  0.33
C 2.45 -3.32 -4.77  -0.21
C 4.60 -1.69 -3.53  -0.19
C 2.02 -2.35 -1.86  -0.35
Si 2.31 -3.89 -0.99  0.34
C 1.12 -5.32 -1.40  -0.20
C 4.02 -4.64 -1.35  -0.21
C 2.21 -3.78 0.91  -0.18
H 1.70 -0.51 -5.26  0.03
H 2.70 0.44 -4.16  0.01
H 1.09 -0.05 -3.67  0.01
H 2.81 -3.01 -5.76  0.01
H 1.39 -3.58 -4.85  0.01
H 2.99 -4.24 -4.50  0.01
H 4.95 -1.44 -4.54  0.02
H 5.15 -2.57 -3.19  0.00
H 4.88 -0.86 -2.87  0.00
H 1.41 -1.58 -1.39  -0.05
H 1.14 -5.52 -2.47  0.01
H 0.10 -5.03 -1.14  0.01
H 1.36 -6.25 -0.87  0.01
H 4.14 -4.87 -2.41  0.01
H 4.17 -5.57 -0.79  0.01
H 4.82 -3.94 -1.08  0.01
H 1.17 -3.77 1.26  0.00
H 2.70 -2.88 1.29  0.00
H 2.69 -4.65 1.37  0.02

(3)
Molecular formula: C20H36F2N2O24S4
Method: DFT, ωB97M-V with the def2-TZVPD basis set

Output
Multiplicity: 1
HOMO-LUMO gap in eV: 9.53

Each line ends with the Löwdin charge.
Atoms and positions in Å:
C 1.75 5.01 -0.53  0.01
C 1.25 6.16 -1.43  -0.55
O 1.15 5.98 -2.63  0.04
N 1.02 7.35 -0.82  -0.01
C 0.44 8.52 -1.44  -0.08
H 2.75 5.13 -0.11  0.08
H 1.88 4.18 -1.22  0.07
H 0.93 4.80 0.15  0.06
H 1.24 7.44 0.16  0.13
H 1.22 9.15 -1.86  0.08
H -0.10 9.08 -0.67  0.08
H -0.23 8.24 -2.25  0.08
C -0.88 -1.70 1.02  0.01
C 0.46 -0.98 0.88  -0.53
O 1.46 -1.33 1.48  0.04
N 0.51 -0.04 -0.09  0.00
C 1.73 0.55 -0.61  -0.05
H -0.89 -2.28 1.93  0.08
H -0.90 -2.47 0.24  0.08
H -1.75 -1.07 0.84  0.06
H -0.34 0.39 -0.41  0.09
H 2.17 1.14 0.20  0.09
H 1.40 1.30 -1.32  0.08
H 2.43 -0.22 -0.94  0.07
C 2.60 -5.49 0.32  -0.03
C 1.96 -4.49 -0.68  -0.26
O 0.61 -4.56 -0.31  0.12
C 0.49 -4.94 0.98  -0.54
O -0.53 -4.95 1.60  0.16
O 1.67 -5.44 1.39  0.07
F 2.12 -5.00 -1.95  0.05
H 3.60 -5.22 0.66  0.12
H 2.61 -6.44 -0.21  0.14
H 2.27 -3.45 -0.67  0.17
C -4.76 0.21 0.54  -0.04
C -4.37 0.02 -0.95  -0.27
O -5.47 -0.59 -1.52  0.13
C -6.44 -0.83 -0.60  -0.56
O -7.47 -1.34 -0.85  0.20
O -6.11 -0.24 0.55  0.08
F -3.32 -0.89 -1.05  0.02
H -4.70 1.20 0.99  0.12
H -4.24 -0.45 1.25  0.11
H -4.07 0.90 -1.51  0.16
C 3.84 -3.32 2.88  -0.19
C 4.50 -2.36 3.89  -0.17
O 5.10 -1.36 3.10  -0.19
S 5.77 -2.04 1.80  0.67
O 6.94 -2.75 2.23  -0.23
O 5.76 -1.19 0.68  -0.20
O 4.52 -3.15 1.64  -0.22
H 2.81 -3.02 2.68  0.10
H 3.71 -4.34 3.25  0.13
H 5.21 -2.88 4.52  0.13
H 3.70 -1.88 4.44  0.14
C 3.64 -0.28 -5.47  -0.15
C 3.04 0.78 -4.51  -0.16
O 4.20 1.23 -3.77  -0.19
S 4.96 -0.13 -3.38  0.66
O 4.07 -0.98 -2.60  -0.26
O 6.30 0.07 -2.91  -0.20
O 4.91 -0.66 -4.91  -0.20
H 3.91 0.15 -6.43  0.13
H 2.97 -1.13 -5.60  0.13
H 2.29 0.47 -3.79  0.11
H 2.69 1.59 -5.14  0.13
C -3.72 4.87 0.04  -0.17
C -2.69 5.58 0.94  -0.20
O -1.61 4.72 1.10  -0.19
S -2.02 3.16 0.70  0.70
O -2.75 2.58 1.79  -0.22
O -0.90 2.49 0.12  -0.21
O -3.06 3.71 -0.45  -0.21
H -4.18 5.38 -0.80  0.14
H -4.54 4.48 0.66  0.13
H -3.16 5.96 1.85  0.13
H -2.35 6.48 0.41  0.13
C -3.48 -4.37 1.51  -0.18
C -4.92 -4.70 1.27  -0.18
O -5.71 -3.70 1.90  -0.19
S -4.92 -3.15 3.22  0.67
O -5.45 -3.77 4.40  -0.22
O -4.71 -1.75 3.12  -0.23
O -3.50 -3.89 2.86  -0.20
H -3.08 -3.58 0.88  0.12
H -2.91 -5.29 1.41  0.12
H -5.22 -5.66 1.70  0.14
H -5.12 -4.69 0.20  0.14

(4)
Molecular formula: C4H6F3P
Method: DFT, ωB97M-V with the def2-TZVPD basis set

Output
Multiplicity: 1
HOMO-LUMO gap (alpha / beta) in eV: 8.20 / 8.23

Each line ends with the natural charge from an NBO analysis.
Atoms and positions in Å:
C -0.26 0.15 -0.43  -0.39
C 1.27 0.02 -0.42  -0.54
C -0.98 -0.97 0.37  -0.79
C 1.84 -1.19 -1.12  0.71
F 2.91 -1.73 -0.47  -0.34
F 2.11 -0.90 -2.37  -0.32
F -1.07 -3.53 0.66  -0.60
P -1.24 -2.49 -0.66  0.91
H -0.64 1.03 -0.04  0.21
H -0.42 0.23 -1.43  0.20
H 1.82 0.89 -0.96  0.23
H 1.60 0.23 0.69  0.23
H -0.40 -1.26 1.17  0.24
H -1.81 -0.41 0.78  0.24

(5)
Molecular formula: C2H3FNO5P
Method: DFT, ωB97M-V with the def2-TZVPD basis set

Output
Net charge: -2
Multiplicity: 1
HOMO-LUMO gap in eV: 7.27

Each line ends with the natural charge from an NBO analysis.
Atoms and positions in Å:
N -1.30 -0.81 -0.93  -0.89
C -0.56 0.30 -0.62  0.64
F -1.30 1.25 -1.24  -0.38
O 0.76 0.37 -0.96  -0.82
P 1.82 -0.15 0.13  2.51
O 2.72 1.03 0.28  -1.22
O 2.50 -1.35 -0.45  -1.20
O 0.70 -0.34 1.28  -0.90
C -0.54 0.46 0.89  0.35
O -1.66 0.09 1.42  -0.92
H -2.09 -0.73 -0.33  0.39
H -0.74 -1.65 -0.60  0.36
H -0.32 1.53 1.14  0.07

One value per record, in order, for energy relative to the best compared isomer or geometry (same formula, charge and spin): 0.000; 0.000; 0.000; 3.632; 0.000 eV.
One value per record, in order, for total energy: -1700.89870; -7708.37286; -4491.37248; -796.85662; -950.30042 hartree.